Record 1
Density functional theory data (ωB97M-V/def2-TZVPD) for a cluster of 5 separate species, C33H64BCl2FN7O13PS2 in total in a non-equilibrium geometry.

Calculated values
Spin multiplicity   1
SMILES string   C[C@@H](Cl)C[C@@H]1[C@@](CCF)(CC(=O)Cl)[C@](B(N)O)(P(=O)(O)O)OS(=O)(=O)[C@@]1(C)CCCCCCCSc1nnco1.CNC(C)=O.CNC(C)=O.CNC(C)=O.CNC(C)=O

```
124
Properties=species:S:1:pos:R:3:forces:R:3
C -0.1405 1.2938 -4.5535 0.004 -0.191 0.396
C -0.9386 0.0281 -4.8020 0.637 -0.026 -0.649
Cl -0.3697 -0.6066 -6.4371 -0.051 -0.114 0.100
C -0.7024 -1.1286 -3.8263 -0.113 0.344 -0.020
C -1.3742 -1.2202 -2.4334 0.146 0.028 0.717
C -2.9365 -1.3228 -2.5076 0.085 -0.048 -1.136
C -3.6929 -0.2932 -3.4065 -0.180 -0.018 0.366
C -3.5279 1.2001 -3.3431 -0.080 0.422 -0.276
F -4.4358 1.7165 -4.2653 -0.142 0.043 -0.129
C -3.1799 -2.5999 -3.3792 -0.189 0.077 0.627
C -2.6802 -3.9997 -3.0777 0.046 0.407 0.395
O -2.6305 -4.7871 -3.9502 -0.020 -0.901 -1.059
Cl -2.1494 -4.4875 -1.4895 0.106 0.106 0.284
C -3.6529 -1.4119 -1.1387 -0.201 0.240 0.702
B -4.9553 -2.4449 -1.1048 -0.113 -0.124 -0.247
N -6.1659 -2.2325 -1.8642 0.550 -0.679 -0.382
O -4.8639 -3.5235 -0.2800 -0.801 0.447 0.399
P -4.5227 0.0577 -0.4010 -0.796 0.005 -0.498
O -5.6630 0.5600 -1.1699 0.011 0.115 -0.280
O -5.0110 -0.5875 0.9596 0.465 -0.193 0.742
O -3.5273 1.1981 0.0411 0.540 0.038 0.181
O -2.7922 -1.9316 -0.0828 0.199 0.501 -0.363
S -1.3716 -1.2822 0.2759 0.526 -0.251 0.294
O -0.5604 -2.4283 0.5334 -0.034 -0.306 -0.167
O -1.5115 -0.3402 1.3403 -0.507 0.274 0.097
C -0.7374 -0.4386 -1.2258 -0.087 -0.163 -0.448
C -0.9013 1.0714 -1.1892 0.066 0.237 0.513
C 0.7761 -0.7830 -1.1799 -0.191 -0.025 -0.270
C 1.6513 -0.5286 0.0409 0.112 0.318 0.188
C 1.6294 0.8066 0.7675 0.234 0.190 0.719
C 2.6721 0.7820 1.9175 -0.333 -0.436 -0.263
C 2.1263 0.7375 3.3472 0.310 0.605 0.187
C 2.0965 2.1100 4.0522 -0.484 -0.346 -0.661
C 0.6961 2.7201 4.0676 0.463 0.292 0.055
S -0.0179 2.7046 5.7358 -0.064 0.200 0.315
C -1.1272 1.3940 5.5810 -0.195 -0.026 -0.552
N -1.8577 1.0942 4.5593 0.017 -0.260 0.338
N -2.5232 -0.0813 4.9119 0.010 0.171 -0.033
C -2.1532 -0.3566 6.1108 -0.682 -0.195 -1.125
O -1.2717 0.5185 6.6068 0.260 0.037 0.494
H 0.7899 1.0453 -4.0598 0.366 -0.027 0.006
H 0.0865 1.8011 -5.4773 -0.023 0.186 -0.234
H -0.6641 1.9840 -3.9046 -0.146 0.144 0.154
H -1.9700 0.2435 -5.0182 -0.089 -0.011 0.051
H -0.9618 -2.0336 -4.3569 -0.153 -0.173 -0.080
H 0.3704 -1.2246 -3.7426 0.378 0.092 0.329
H -1.0671 -2.2157 -2.1203 -0.125 -0.396 -0.162
H -4.7487 -0.4663 -3.2395 -0.299 0.062 0.167
H -3.5597 -0.5392 -4.4513 0.186 -0.200 -0.204
H -3.7609 1.6705 -2.4044 -0.148 -0.060 0.365
H -2.5629 1.5583 -3.6682 0.263 -0.044 0.027
H -4.2386 -2.6937 -3.5967 -0.324 -0.232 0.185
H -2.7724 -2.4281 -4.3623 0.112 0.082 -0.263
H -6.8289 -1.5970 -1.4477 -0.203 -0.030 -0.002
H -6.0685 -2.0484 -2.8487 -0.157 0.501 -0.016
H -4.8309 -3.2503 0.6429 0.637 -0.320 0.177
H -4.3068 -0.5905 1.6349 -0.198 -0.055 0.001
H -3.7976 2.0517 -0.3113 -0.122 0.175 0.044
H -1.6775 1.4807 -1.8138 -0.234 -0.157 -0.152
H -1.0880 1.4018 -0.1780 -0.135 0.085 0.229
H 0.0308 1.5394 -1.4675 0.273 0.077 -0.298
H 0.8736 -1.8281 -1.4504 0.148 -0.274 0.040
H 1.2003 -0.2206 -2.0012 0.149 0.229 -0.275
H 2.6568 -0.6329 -0.3301 0.588 -0.151 -0.273
H 1.5663 -1.2949 0.8013 -0.398 -0.306 0.010
H 1.8663 1.6502 0.1267 -0.122 0.052 -0.382
H 0.6618 0.9827 1.2194 -0.385 0.130 -0.057
H 3.3503 1.6172 1.7974 0.247 0.184 0.113
H 3.2636 -0.1200 1.8009 0.302 -0.124 -0.230
H 1.1261 0.3158 3.3595 -0.201 -0.307 -0.012
H 2.7681 0.0874 3.9284 0.087 -0.244 0.154
H 2.4778 2.0286 5.0538 0.171 0.022 0.299
H 2.7588 2.7843 3.5222 0.252 0.180 -0.032
H 0.7230 3.7655 3.7878 -0.060 0.268 -0.003
H 0.0336 2.2183 3.3788 -0.387 -0.093 -0.020
H -2.5312 -1.2080 6.6341 0.264 -0.083 0.659
C 2.4171 -0.6836 -9.7725 -0.179 0.039 0.229
N 2.8495 -0.1925 -8.4788 -0.092 0.050 0.188
C 4.0986 0.1663 -8.1016 0.031 0.030 -0.095
C 5.1897 0.0440 -9.1372 0.110 -0.005 0.025
O 4.3314 0.5761 -6.9734 0.000 -0.119 0.077
H 1.6627 -0.0184 -10.1946 0.029 -0.002 -0.086
H 1.9754 -1.6759 -9.6696 0.036 -0.034 -0.073
H 3.2545 -0.7431 -10.4594 -0.017 -0.003 0.002
H 2.1534 -0.0911 -7.7484 0.096 -0.038 -0.122
H 6.1237 0.3687 -8.6902 -0.007 0.023 0.050
H 5.2956 -0.9899 -9.4677 -0.004 0.016 -0.087
H 4.9756 0.6738 -10.0007 0.013 -0.055 -0.058
C 4.5934 3.1937 9.5343 -0.270 -0.078 -0.133
N 4.2061 2.8325 8.1836 0.089 0.031 0.057
C 4.9910 2.7368 7.0791 -0.017 -0.006 0.000
C 6.4628 3.0389 7.2420 -0.024 -0.014 -0.058
O 4.5115 2.4184 6.0030 0.125 0.007 0.050
H 4.3601 2.3815 10.2245 0.073 0.011 0.047
H 4.0513 4.0835 9.8580 0.068 0.033 0.042
H 5.6568 3.3975 9.5850 0.032 0.004 -0.006
H 3.2366 2.6187 8.0083 -0.022 -0.004 0.007
H 6.9425 2.9180 6.2767 -0.034 -0.016 -0.046
H 6.6133 4.0627 7.5854 0.035 -0.020 0.066
H 6.9231 2.3527 7.9533 0.022 0.054 0.050
C -7.5051 -0.6502 6.9429 -0.158 -0.027 0.286
N -7.3217 -0.1662 8.2993 0.048 -0.012 -0.123
C -6.3249 0.6214 8.7859 0.029 0.039 0.027
C -5.2594 1.0614 7.8081 0.023 0.039 0.078
O -6.3030 0.9494 9.9591 0.010 -0.004 -0.007
H -8.4574 -0.3004 6.5413 0.030 0.015 -0.082
H -7.5084 -1.7414 6.9273 0.043 -0.006 -0.075
H -6.7075 -0.2973 6.2988 0.024 0.014 -0.009
H -8.0017 -0.4276 8.9948 -0.025 -0.011 0.010
H -4.5391 1.6780 8.3359 -0.025 0.005 0.081
H -4.7431 0.1974 7.3895 -0.033 0.032 -0.124
H -5.6950 1.6470 6.9982 0.045 -0.069 -0.084
C 6.5470 -2.3889 -5.7077 -0.172 0.292 -0.091
N 5.8770 -1.3077 -5.0162 0.099 -0.100 -0.263
C 5.7275 -1.1333 -3.6875 -0.062 0.090 0.244
C 6.3221 -2.1799 -2.7683 -0.041 0.052 0.031
O 5.1308 -0.1600 -3.2536 -0.045 -0.037 0.218
H 7.3639 -1.9981 -6.3177 0.063 -0.076 0.013
H 5.8473 -2.9043 -6.3694 0.035 -0.092 0.012
H 6.9525 -3.1078 -5.0045 0.013 -0.026 0.022
H 5.4560 -0.5741 -5.5730 -0.076 0.058 -0.101
H 6.1159 -1.8927 -1.7422 -0.033 0.061 -0.010
H 5.8783 -3.1585 -2.9549 0.069 -0.043 -0.021
H 7.4019 -2.2468 -2.9035 0.009 -0.081 -0.022
```
Forces are in eV/Å.

=====

Record 2
Density functional theory data (ωB97M-V/def2-TZVPD) for a cluster of 7 separate species, C33H64BrF2N3O11S in total in a non-equilibrium geometry.

Calculated values
Spin multiplicity   1
SMILES string   C[C@@H](Br)C[C@@]1(C[SH](=O)=O)NC(=O)[C@H](N(C(=O)F)C(=O)F)[C@@H]1c1ccccn1.CC(C)O.CC(C)O.CC(C)O.CC(C)O.CC(C)O.CC(C)O

```
115
Properties=species:S:1:pos:R:3:forces:R:3
C 4.0274 -0.2586 5.5893 1.513 -1.001 0.184
C 4.3118 1.3406 5.7392 -1.209 -0.542 1.598
Br 6.2682 1.6987 5.2827 -1.582 -0.316 0.136
C 3.2770 2.3523 5.0022 1.218 0.699 0.502
C 2.4322 1.7738 3.7383 0.556 1.974 -0.628
C 2.2359 3.1367 2.8048 -2.301 0.906 1.810
S 3.6287 3.4421 1.5947 4.501 -2.755 -3.479
O 3.4393 2.7149 0.2152 -0.115 2.686 5.067
O 5.0634 3.2217 2.1983 -5.275 0.892 -1.168
N 3.1385 0.8803 2.6956 -1.699 -2.681 0.515
C 2.2793 -0.2606 2.2039 1.061 -0.854 -2.602
O 2.3872 -1.0300 1.1140 -0.675 5.081 7.420
C 1.1732 -0.3435 3.4608 1.371 -1.983 0.446
N -0.0327 -1.1635 3.0976 -1.328 -1.335 -2.567
C 0.2033 -2.6535 3.1575 3.085 -5.581 -4.669
O 0.7399 -3.4090 2.1801 -4.240 5.791 7.423
F -0.1247 -3.3976 4.4304 0.815 3.266 -3.698
C -0.7280 -0.7133 1.8387 -0.357 4.732 -3.727
O -0.7153 0.5188 1.3129 0.130 -8.934 4.291
F -1.5138 -1.7676 1.0999 2.632 3.076 3.011
C 1.0898 1.0189 4.3406 -0.072 -0.313 0.412
C -0.3035 1.8580 4.5621 -3.876 2.373 0.172
C -1.8168 1.2673 4.4447 -0.643 1.633 0.443
C -3.2318 2.1201 4.6831 5.589 3.024 0.595
C -2.9258 3.7182 5.0689 2.780 -4.322 -0.898
C -1.3412 4.0905 5.1804 -1.318 -1.077 -0.417
N -0.1186 3.2887 4.9664 -4.893 -2.254 -0.807
H 4.8221 -0.8065 6.2931 -1.790 1.227 -1.516
H 2.9801 -0.6301 5.9540 1.822 1.033 -0.671
H 4.2564 -0.6990 4.5034 -0.635 1.164 2.398
H 4.2507 1.5807 6.9078 0.299 -0.514 -2.699
H 3.9050 3.3133 4.6753 -1.304 -2.291 0.571
H 2.5348 2.7615 5.8432 1.282 -1.078 -2.093
H 2.1731 4.0506 3.5706 0.258 -1.728 -1.961
H 1.2273 3.1547 2.2093 2.017 -0.185 0.787
H 3.5830 4.8375 1.2758 -0.450 -1.428 0.747
H 4.1552 0.7145 2.8484 -1.050 0.277 -0.576
H 1.7652 -1.0880 4.1864 -1.172 1.559 -1.613
H 1.3443 0.7169 5.4689 -0.347 0.610 -2.615
H -2.0169 0.1238 4.1781 0.777 2.796 0.641
H -4.3031 1.6639 4.5694 2.450 0.847 0.200
H -3.8196 4.4652 5.2599 2.337 -1.560 -0.410
H -1.1445 5.2363 5.4651 -0.246 -2.935 -0.698
C 0.8685 -2.6365 -2.7616 -0.044 -0.326 -0.129
C 0.6129 -1.2844 -3.4082 0.181 0.018 0.697
C 1.6327 -0.2518 -2.9551 0.125 0.241 -0.161
O -0.6963 -0.8371 -3.0658 -0.277 0.076 -0.037
H 0.7910 -2.5701 -1.6706 0.129 0.114 -0.073
H 0.1197 -3.3664 -3.0873 0.120 0.109 -0.044
H 1.8624 -3.0155 -3.0188 -0.087 0.015 0.075
H 0.6502 -1.3848 -4.4983 -0.233 0.066 0.107
H 1.5823 -0.1008 -1.8708 0.062 -0.151 -0.062
H 1.4290 0.7194 -3.4187 0.031 -0.142 -0.018
H 2.6495 -0.5593 -3.2181 -0.071 0.043 0.093
H -0.7387 -0.7450 -2.0995 0.075 -0.039 -0.383
C -6.9103 -3.2817 1.5247 -0.291 -0.018 0.001
C -5.7474 -2.4357 1.0309 0.025 -0.634 0.182
C -4.7435 -3.2728 0.2544 0.185 0.164 -0.318
O -5.0965 -1.8312 2.1454 0.220 0.239 0.255
H -6.5618 -4.0698 2.2016 -0.053 0.198 -0.255
H -7.6184 -2.6685 2.0922 0.071 -0.024 -0.139
H -7.4417 -3.7482 0.6895 0.016 0.057 0.042
H -6.1242 -1.6282 0.3939 0.185 0.055 0.219
H -4.3183 -4.0608 0.8863 -0.152 -0.014 0.005
H -3.9061 -2.6534 -0.0841 -0.160 -0.061 0.004
H -5.2099 -3.7391 -0.6189 0.079 0.004 0.095
H -4.7587 -2.5408 2.7166 -0.270 0.226 -0.245
C -5.2816 -6.7045 5.5889 0.047 0.105 0.346
C -6.3243 -6.1586 4.6265 0.423 -0.532 -0.143
C -6.8210 -7.2374 3.6772 -0.332 -0.023 -0.147
O -5.7575 -5.0904 3.8723 0.237 0.201 0.003
H -4.4061 -7.0793 5.0469 -0.152 -0.067 -0.042
H -4.9242 -5.9143 6.2577 -0.126 -0.107 -0.063
H -5.6916 -7.5180 6.1953 0.087 0.068 -0.063
H -7.1682 -5.7488 5.1919 0.170 0.155 -0.180
H -6.0001 -7.6311 3.0674 0.018 -0.007 0.168
H -7.5617 -6.8272 2.9824 0.053 -0.045 0.158
H -7.2772 -8.0668 4.2263 0.064 0.063 -0.092
H -5.0073 -5.4450 3.3669 -0.298 0.028 0.244
C 0.2719 7.4423 -1.0499 0.053 0.389 0.141
C 0.7425 6.2216 -0.2752 -0.428 -0.162 -0.748
C 1.2536 5.1359 -1.2088 0.258 -0.207 0.134
O -0.3382 5.7083 0.4992 -0.140 -0.082 0.287
H -0.5546 7.1853 -1.7219 0.157 -0.102 -0.008
H -0.1047 8.2104 -0.3660 0.119 -0.092 -0.066
H 1.0850 7.8704 -1.6441 -0.118 -0.032 0.024
H 1.5363 6.5115 0.4217 -0.210 -0.051 0.119
H 0.4619 4.7971 -1.8865 0.038 0.168 0.012
H 1.5773 4.2589 -0.6382 0.039 0.128 -0.136
H 2.0962 5.4949 -1.8078 -0.081 -0.088 0.023
H -1.0478 5.4482 -0.1113 0.350 0.092 0.238
C 4.4764 -0.9118 -7.3943 0.191 -0.145 -0.268
C 5.1094 0.3684 -6.8728 -0.461 -0.437 0.408
C 5.2372 0.3464 -5.3580 0.272 0.181 0.182
O 4.3114 1.4828 -7.2633 -0.217 0.319 -0.225
H 3.4656 -1.0415 -6.9914 0.140 0.024 0.030
H 4.3794 -0.8767 -8.4846 0.059 -0.065 0.235
H 5.0752 -1.7869 -7.1237 -0.057 0.067 -0.003
H 6.0990 0.4999 -7.3238 -0.207 0.196 -0.031
H 4.2533 0.2613 -4.8829 0.045 -0.109 -0.117
H 5.6829 1.2790 -4.9959 -0.003 -0.150 -0.072
H 5.8588 -0.4910 -5.0264 -0.090 0.081 0.005
H 3.4308 1.3747 -6.8674 0.400 -0.031 -0.086
C 0.1399 0.5815 -10.2959 -0.177 -0.112 -0.302
C 0.6621 -0.2447 -9.1313 0.173 0.661 -0.035
C 0.3908 0.4393 -7.8009 -0.096 -0.159 0.297
O 2.0654 -0.4414 -9.2836 0.024 -0.089 -0.083
H 0.6324 1.5596 -10.3345 -0.072 -0.047 0.147
H 0.3531 0.0830 -11.2475 -0.072 0.007 0.166
H -0.9404 0.7373 -10.2163 0.103 0.030 -0.036
H 0.1899 -1.2330 -9.1401 0.256 0.050 -0.016
H 0.8922 1.4124 -7.7510 -0.105 0.008 -0.151
H 0.7830 -0.1607 -6.9727 -0.123 -0.002 -0.106
H -0.6820 0.5908 -7.6464 0.132 0.026 0.048
H 2.4931 0.4310 -9.2769 -0.125 -0.298 0.040
```
Forces are in eV/Å.

=====

E_tot, record by record: -4840.21583; -5459.03499 hartree